48
Properties=species:S:1:pos:R:3:nbo_charge:R:1 method="wB97M-V/def2-TZVPD" largest_force_ev_per_a=1.0 e_tot_ev=-33279.445 gap_ev=8.72 de_lowest_kj_mol=67.6 smiles="Cc1cc(=O)oc2cc(OCC(=O)NCCCN3CCCC3=O)ccc12"
C 3.25353 -2.65245 -0.65405 -0.66
C 2.57130 -1.36792 -0.97557 0.14
C 2.33395 -0.99015 -2.25322 -0.37
C 1.57975 0.19274 -2.59732 0.75
O 1.27290 0.53132 -3.71490 -0.58
O 1.14943 0.97518 -1.55293 -0.48
C 1.40277 0.64952 -0.26798 0.43
C 0.88788 1.51180 0.70040 -0.41
C 1.08383 1.22642 2.04121 0.41
C 1.80435 0.07877 2.40637 -0.31
C 2.29495 -0.77098 1.45002 -0.13
C 2.10454 -0.51240 0.08605 -0.21
H 2.82376 -1.65926 1.75210 0.22
H 1.94672 -0.11991 3.45649 0.23
O 0.59667 1.96474 3.07493 -0.51
C -0.28667 3.02831 2.79180 -0.17
C -1.63265 2.57140 2.20515 0.64
O -2.31414 3.30149 1.52125 -0.62
N -1.97589 1.31867 2.55863 -0.62
C -3.15971 0.66329 2.04510 -0.22
H -3.39865 -0.17083 2.70669 0.20
H -3.97659 1.38967 2.06769 0.22
C -2.97783 0.17534 0.60316 -0.42
H -3.89408 -0.32569 0.28858 0.21
H -2.82039 1.04868 -0.03076 0.22
C -1.78917 -0.77151 0.48226 -0.22
N -1.60443 -1.29953 -0.85236 -0.43
C -0.80986 -2.36902 -1.05893 0.69
O -0.26816 -3.01169 -0.18064 -0.65
C -0.71181 -2.61432 -2.55261 -0.50
H -0.99416 -3.64149 -2.78028 0.23
C -1.63903 -1.57702 -3.18758 -0.41
H -1.17217 -1.07826 -4.03415 0.23
H -2.56031 -2.04813 -3.52942 0.21
C -1.94240 -0.57888 -2.06074 -0.21
H -2.99319 -0.28268 -2.05447 0.20
H -1.32906 0.32559 -2.15215 0.20
H 0.32625 -2.48050 -2.85768 0.23
H -0.87610 -0.24772 0.79263 0.20
H -1.91443 -1.63630 1.14310 0.22
H -1.32242 0.77215 3.09737 0.41
H -0.47720 3.50836 3.75635 0.22
H 0.16136 3.76996 2.12186 0.21
H 0.33067 2.37012 0.36200 0.25
H 2.67269 -1.58032 -3.09104 0.23
H 3.59851 -3.14042 -1.56135 0.22
H 4.10238 -2.49224 0.00754 0.22
H 2.54022 -3.30637 -0.15207 0.26

---

93
Properties=species:S:1:pos:R:3:lowdin_spin:R:1 method="wB97M-V/def2-TZVPD" largest_force_ev_per_a=1.4 e_tot_ev=-112219.128 charge=-1 gap_ev="5.99 / 6.89" s2=6.02 de_lowest_kj_mol=23.9 spin_multiplicity=5
Cr 0.02101 -0.33264 0.02853 3.65
C 2.09584 1.95092 -1.15910 0.00
P 0.39801 2.27913 -0.48723 0.04
C 0.67765 3.73472 0.59491 0.01
C 1.92670 4.12354 1.07976 0.00
C 2.04399 5.19735 1.95254 0.00
C 0.92105 5.89626 2.36979 0.00
C -0.33215 5.49764 1.91692 0.00
C -0.44955 4.42594 1.05116 0.00
C -0.44576 3.13547 -1.87267 0.01
C 0.24699 3.91089 -2.80041 0.00
C -0.42649 4.54510 -3.83188 0.00
C -1.80422 4.41779 -3.94842 0.00
C -2.50102 3.64625 -3.03150 0.00
C -1.82574 3.00677 -2.00176 0.00
C 2.75445 1.02808 -0.17250 0.01
C 4.05408 0.93734 0.29506 0.01
C 4.03783 -0.00066 1.36238 0.01
C 2.72877 -0.42492 1.48902 0.01
C 2.02056 -1.26575 2.51073 0.01
P 0.21865 -0.91101 2.27925 0.04
C -0.49782 -2.26774 3.27519 0.00
C -1.01647 -3.36038 2.58441 0.00
C -1.46351 -4.48229 3.26474 0.00
C -1.41375 -4.51264 4.65162 0.00
C -0.92306 -3.41698 5.34886 0.00
C -0.46497 -2.29973 4.66840 0.00
C -0.10755 0.55363 3.30709 0.01
C -1.41160 0.76939 3.75963 0.00
C -1.73062 1.93387 4.43689 0.00
C -0.75845 2.90372 4.64946 0.00
C 0.52860 2.70914 4.17195 0.00
C 0.85477 1.54149 3.49857 0.00
N 1.95528 0.18766 0.54521 0.01
H 2.67731 2.86600 -1.28830 0.00
H 1.95176 1.47859 -2.13121 0.00
H 2.81634 3.57942 0.78552 0.00
H 3.02481 5.49337 2.30775 0.00
H 1.02002 6.73724 3.04536 0.00
H -1.21806 6.02317 2.25408 0.00
H -1.43208 4.11807 0.70926 0.00
H 1.32014 4.02152 -2.72012 0.00
H 0.12887 5.14155 -4.54634 0.00
H -2.32449 4.90781 -4.76249 0.00
H -3.57461 3.53377 -3.12461 0.00
H -2.36777 2.37261 -1.30703 0.00
H 4.91412 1.46966 -0.08631 0.00
H 4.88295 -0.31092 1.96082 0.00
H 2.31997 -1.02191 3.53367 0.00
H 2.14806 -2.34237 2.36344 0.00
H -1.07907 -3.29575 1.50766 0.00
H -1.85770 -5.33163 2.71942 0.00
H -1.76862 -5.38339 5.18934 0.00
H -0.89930 -3.43766 6.43202 0.00
H -0.08357 -1.44627 5.21571 0.00
H -2.17007 0.01970 3.56609 0.00
H -2.73909 2.08979 4.80077 0.00
H -1.00871 3.81975 5.17078 0.00
H 1.27826 3.47882 4.30505 0.00
H 1.85596 1.39549 3.10623 0.00
O -0.04324 0.07008 -4.11402 0.01
C -0.59372 -0.09099 -3.02266 0.01
O 0.03121 0.01953 -1.90888 0.04
C -2.06911 -0.41858 -2.98874 0.01
C -2.71155 -0.39628 -4.23048 0.00
C -4.05458 -0.67756 -4.37754 0.01
C -4.80068 -0.97829 -3.24163 0.00
C -4.19273 -0.99879 -2.00529 0.00
C -2.81952 -0.73256 -1.83721 0.01
S -2.25869 -0.85740 -0.17998 0.01
H -2.10286 -0.14033 -5.08792 0.00
H -4.52062 -0.66685 -5.35548 0.00
H -5.86076 -1.19380 -3.32389 0.00
H -4.76673 -1.22468 -1.11493 0.00
O 0.82874 -2.54590 -0.25704 0.04
C 0.36214 -3.31828 -1.07258 0.02
C 0.24253 -4.79865 -0.83464 0.00
C 1.13121 -5.51349 -1.88483 0.00
C 2.35764 -4.68878 -2.34103 0.00
C 2.09634 -3.70976 -3.50170 0.00
C 1.27084 -2.47747 -3.10901 0.00
N 0.08370 -2.89875 -2.35804 0.00
H -0.79926 -5.11966 -0.91959 0.00
H 0.59097 -5.01675 0.17372 0.00
H 0.53157 -5.77891 -2.75967 0.00
H 1.47706 -6.45178 -1.44760 0.00
H 3.13621 -5.38325 -2.66450 0.00
H 2.75799 -4.13718 -1.48420 0.00
H 1.57428 -4.24835 -4.30139 0.00
H 3.05211 -3.37166 -3.91106 0.00
H 0.96532 -1.90922 -3.98613 0.00
H 1.84443 -1.81038 -2.46568 0.00
H -0.46710 -3.56902 -2.87958 0.00

---

38
Properties=species:S:1:pos:R:3:nbo_charge:R:1 method="wB97M-V/def2-TZVPD" largest_force_ev_per_a=2.0 e_tot_ev=-42485.230 gap_ev=8.80 de_lowest_kj_mol=0.0 smiles=NC[C@H](N)CSS.O.O.O.O.O.O.O
S -0.32283 -3.74843 3.27311 -0.14
S -0.62973 -1.76542 3.50868 0.11
C -0.92904 -1.17909 1.81148 -0.53
C -1.44374 0.24236 1.84913 -0.07
C -1.76620 0.66609 0.39974 -0.23
N -1.97941 2.11550 0.30004 -0.86
N -0.49716 1.07618 2.55908 -0.86
H 0.99685 -3.79767 3.03224 0.11
H -1.64098 -1.82672 1.29193 0.23
H 0.00218 -1.24539 1.24757 0.22
H -2.37816 0.28874 2.38430 0.19
H -2.62464 0.10147 0.03872 0.19
H -0.92573 0.41319 -0.24920 0.18
H -2.61930 2.43392 1.00409 0.36
H -2.33104 2.36682 -0.59217 0.37
H 0.41576 1.07215 2.12230 0.37
H -0.81020 2.04435 2.65324 0.36
H 0.54557 0.24539 -2.94422 0.52
H 0.38219 -0.57253 -4.23102 0.49
O 0.13100 -0.58698 -3.29741 -1.00
H 2.28748 -1.10573 -0.74038 0.50
H 2.47257 0.34337 -1.16566 0.49
O 2.79231 -0.29665 -0.51139 -1.01
H 2.04400 0.92432 2.39104 0.50
H 2.40120 0.64746 0.89556 0.53
O 1.96727 1.30338 1.48991 -0.99
H 0.78914 -1.83712 -2.15764 0.51
H 1.72807 -3.08429 -1.86487 0.48
O 1.19071 -2.38768 -1.43607 -0.99
H 1.14489 2.06446 -1.38693 0.52
H 2.01804 2.11949 -2.64978 0.49
O 1.49815 1.49209 -2.13605 -1.02
H 1.31367 2.44013 0.57608 0.50
H -0.16629 2.74168 0.19197 0.50
O 0.75225 2.88662 -0.08685 -1.00
H -1.58784 -1.52952 -2.77874 0.49
H -1.90920 -2.94868 -2.23564 0.47
O -2.31180 -2.11724 -2.55621 -0.96

---

62
Properties=species:S:1:pos:R:3:lowdin_spin:R:1 method="wB97M-V/def2-TZVPD" largest_force_ev_per_a=0.5 e_tot_ev=-95430.086 charge=-1 gap_ev="5.32 / 6.46" s2=6.06 spin_multiplicity=5
Cr -0.02402 0.07163 0.16453 3.01
C -0.51505 2.28650 -2.00703 0.00
N -1.23878 1.11602 -1.41982 -0.01
C -1.39640 0.09760 -2.49761 0.00
C -1.68582 -1.25739 -1.91389 0.00
N -0.50899 -1.71435 -1.13028 -0.01
C -0.93272 -2.89635 -0.34410 0.00
C 0.59126 -2.05515 -2.04491 0.00
C 0.49914 -3.19036 -2.84697 0.00
C 1.51083 -3.52729 -3.72714 0.00
C 2.63268 -2.70806 -3.80885 0.00
C 2.72177 -1.57518 -3.02927 0.00
C 1.70145 -1.20992 -2.13362 0.00
S 1.88713 0.26977 -1.22319 -0.01
C -2.58178 1.47349 -0.92915 0.00
C -3.40436 2.29285 -1.69736 0.00
C -4.67731 2.63095 -1.27596 0.00
C -5.14449 2.12983 -0.06728 0.00
C -4.34899 1.28670 0.67942 0.00
C -3.06029 0.92708 0.26247 0.00
S -2.15810 -0.22431 1.22978 -0.01
H -1.20452 3.08464 -2.26881 0.00
H 0.02542 1.98216 -2.89837 0.00
H 0.23972 2.70604 -1.35258 0.00
H -0.46294 0.05679 -3.05769 0.00
H -2.19656 0.40103 -3.18056 0.00
H -1.89998 -1.97671 -2.71280 0.00
H -2.54099 -1.21851 -1.23880 0.00
H -1.30844 -3.68461 -1.00057 0.00
H -1.72733 -2.58655 0.32972 0.00
H -0.10013 -3.28507 0.23546 0.00
H -0.37565 -3.82413 -2.78969 0.00
H 1.42575 -4.41600 -4.33828 0.00
H 3.43999 -2.95638 -4.48676 0.00
H 3.58812 -0.93039 -3.09390 0.00
H -3.04962 2.67846 -2.64353 0.00
H -5.29187 3.28279 -1.88212 0.00
H -6.13178 2.39443 0.28932 0.00
H -4.70701 0.88333 1.61753 0.00
N -0.54637 3.48736 0.94673 0.00
C -0.14384 2.70983 1.98129 0.01
N -0.23335 3.27438 3.18603 0.06
C 0.18324 2.51590 4.20221 0.03
N 0.14636 3.09057 5.43594 0.01
N 0.64353 1.28110 4.12392 0.09
C 0.67135 0.76340 2.88209 0.15
N 0.28774 1.45610 1.74675 0.06
C 1.11163 -0.56228 2.71414 0.16
C 1.66311 -1.33637 3.76856 0.04
C 2.25457 -2.52773 3.49279 0.08
C 2.33426 -2.96820 2.14119 0.12
C 1.73112 -2.20831 1.17717 0.02
N 1.05828 -1.07484 1.43695 0.16
H -0.59791 4.45645 1.22689 0.00
H 0.01280 3.39306 0.11197 0.00
H -0.36989 3.94524 5.53066 0.00
H 0.26066 2.48713 6.22889 0.00
H 1.62227 -0.92577 4.76646 0.00
H 2.68881 -3.12062 4.28752 0.00
H 2.86094 -3.86929 1.86361 0.01
H 1.78231 -2.50444 0.13733 0.00
I 2.16231 4.56214 -0.78764 0.00